C3FO3Tm | ωB97M-V with the def2-TZVPD basis set

XYZ file:
```
8
Properties=species:S:1:pos:R:3:forces:R:3:mulliken_spin:R:1
O 1.998526 -0.950969 -0.045206 -0.131 2.270 -0.525 -0.036
Tm 1.859534 1.578880 0.228081 -2.802 -2.865 -0.797 3.387
C -1.488901 0.417644 -0.072248 -2.163 0.235 0.404 -0.088
C -2.678799 0.424229 0.107070 0.713 -0.112 -0.066 -0.002
F -3.956518 0.378030 0.313466 0.601 0.073 -0.147 0.001
O 0.321964 -2.507542 0.047416 0.146 2.706 -1.118 0.007
O -0.218103 0.388690 -0.242501 3.525 1.179 0.430 -0.178
C 0.955964 -1.540232 -0.120235 0.112 -3.485 1.819 -0.091
```
Forces are in eV/Å.

The charge is +1. As for the spin multiplicity: 4. The value obtained for the HOMO energy (alpha / beta) is -12.240 / -12.231 eV. For the energy above the lowest of the compared OMol25 structures with the same formula, charge and spin, the calculation gives 14.2 kcal/mol. The calculation puts the largest force on an atom at 0.0795 Eh/bohr.

***

C6H11N | ωB97M-V with the def2-TZVPD basis set

XYZ file:
```
18
Properties=species:S:1:pos:R:3:forces:R:3:nbo_charge:R:1
H -1.121446 1.524482 0.366434 0.107 0.416 -0.104 0.209
H -1.165770 1.606680 -2.128549 -0.130 -0.078 -0.061 0.207
H 2.203041 -1.613802 0.332866 -0.565 -0.092 0.166 0.197
C 0.741343 0.639835 -0.319817 0.062 0.307 -0.349 -0.428
H 2.554048 -1.110561 2.065712 -0.139 -0.130 0.122 0.200
C 1.431434 0.263301 0.953616 0.489 -0.325 0.010 -0.172
C -1.102447 -0.514504 0.567795 0.594 -0.340 0.411 0.148
C -1.472094 0.701571 -1.597540 -0.016 0.023 -0.228 -0.605
H -0.567158 -0.478536 1.532708 -0.583 0.089 -0.195 0.153
H 1.069627 1.634479 -0.630563 0.066 -0.011 -0.090 0.220
H -1.177970 -0.171476 -2.188554 -0.042 0.113 0.095 0.222
C -0.816653 0.670267 -0.239661 -0.186 0.581 0.195 -0.289
H -2.561711 0.682650 -1.501012 0.149 0.068 -0.068 0.222
C 2.001201 -0.926821 1.153834 1.008 0.854 -0.247 -0.414
H -0.998682 -2.232004 0.853592 -2.365 0.077 -1.364 0.338
H 1.481399 1.018030 1.739554 -0.253 -0.204 0.029 0.202
N -1.548101 -1.618245 0.133076 2.042 -1.455 1.630 -0.623
H 1.049939 -0.075345 -1.093492 -0.240 0.107 0.050 0.213
```
Forces are in eV/Å.

The charge is 0. The SMILES is [H]/N=C/[C@H](C)CC=C. As for the spin multiplicity: 1. The value obtained for the HOMO energy is -9.354 eV. For the energy above the lowest of the compared OMol25 structures with the same formula, charge and spin, the calculation gives 45.6 kcal/mol. The calculation puts the largest force on an atom at 0.0582 Eh/bohr.

***

CH5BS | ωB97M-V with the def2-TZVPD basis set

XYZ file:
```
8
Properties=species:S:1:pos:R:3:forces:R:3:nbo_charge:R:1
H 1.583003 -0.141398 0.579821 -1.009 0.840 0.367 0.249
H -1.192251 -0.262912 -1.484804 0.230 -0.422 -0.997 -0.027
B -0.456277 0.265044 -0.755106 0.484 -1.844 0.472 0.046
C 0.638419 -0.453646 0.111047 1.835 -2.199 -1.966 -0.787
H 1.009904 -1.455299 -0.291664 -1.152 0.931 0.423 0.239
H -0.716096 1.273955 -0.400844 -0.355 2.941 0.187 -0.063
S -0.884419 -0.693540 1.041314 0.212 -2.973 -0.041 0.225
H -0.879362 0.488272 1.438771 -0.245 2.727 1.556 0.119
```
Forces are in eV/Å.

The charge is 0. As for the spin multiplicity: 1. The value obtained for the HOMO energy is -10.028 eV. For the energy above the lowest of the compared OMol25 structures with the same formula, charge and spin, the calculation gives 38.9 kcal/mol. The calculation puts the largest force on an atom at 0.0676 Eh/bohr.

***

C15H22FeNO3 | ωB97M-V with the def2-TZVPD basis set

XYZ file:
```
42
Properties=species:S:1:pos:R:3:forces:R:3:mulliken_spin:R:1
H 1.294140 -1.077068 0.514178 0.598 0.788 -0.273 -0.006
H 1.209290 1.440254 -2.062487 -0.113 -0.205 -0.197 0.007
O -2.601790 -2.592557 1.056097 -1.107 4.414 -0.529 0.012
H 4.844751 -1.544519 0.210377 -0.202 0.234 -0.101 0.000
C 2.638915 0.235985 1.432836 -0.076 -0.013 0.430 0.000
H 1.036536 -3.406071 -1.243962 -0.245 -0.197 -0.039 0.000
C -2.855740 -1.463102 0.890378 1.307 -7.729 1.667 0.042
H 3.185746 -3.029643 -0.344518 -0.296 -0.005 -0.142 0.000
C 0.318378 0.951183 -1.660062 0.891 -0.713 -0.677 0.005
H -2.682035 3.014777 1.093306 0.169 -0.299 -0.037 0.000
N 1.962593 -0.329973 0.239867 -0.666 -0.960 1.238 0.068
H -5.427643 -0.391002 1.419451 0.194 0.063 -0.161 0.005
O -2.307831 -1.080114 -2.353181 -0.583 1.646 1.888 -0.006
H 4.759926 0.060382 1.939078 -0.155 0.170 -0.298 0.000
C 2.959683 -0.920439 -0.699463 -0.435 1.734 -0.156 -0.007
H -0.725499 -0.512308 0.581271 -0.305 0.476 -0.090 0.015
Fe -2.998808 0.266904 0.210422 6.678 -0.744 0.122 3.220
H 4.365688 1.361051 0.787753 0.069 -0.246 0.136 0.000
C -0.845327 0.592453 0.550192 2.832 0.103 0.802 0.030
C -4.804461 0.389060 0.996741 -1.946 1.962 0.982 0.039
C 2.653083 -2.361956 -1.039518 0.333 0.243 -0.069 0.005
H 0.790285 2.037335 0.194124 -0.368 -0.789 -0.178 0.000
C 4.347254 -0.616890 -0.114563 0.348 -0.373 -0.101 0.003
C 0.294105 1.118321 -0.192840 -2.151 0.601 0.477 0.131
H 2.183288 1.223360 1.575109 0.355 -0.181 0.437 0.001
H -0.554394 1.317490 -2.232375 0.218 0.093 0.703 0.000
H 3.018375 -2.521282 -2.066099 -0.097 -0.278 0.316 0.000
H 0.383526 -0.130987 -1.841298 -0.001 0.204 -0.348 0.006
C -4.768819 0.810522 -0.380027 -2.045 1.687 0.499 -0.027
C -3.866317 1.945719 -0.476353 -1.636 0.968 0.477 0.122
O 1.236539 -2.512557 -0.961218 0.218 -0.230 -0.169 0.000
H -3.734929 1.216508 2.827909 -0.057 -0.168 -0.428 0.011
C -3.918011 1.246981 1.753964 -1.629 0.960 0.104 0.179
H -5.377714 0.413306 -1.178359 0.104 -0.041 0.033 0.006
H 2.804398 -0.296699 -1.590691 0.277 -0.410 -0.197 0.003
H 2.496362 -0.353205 2.370797 -0.114 0.240 -0.836 0.001
C -2.547531 -0.401841 -1.454851 1.355 -2.999 -5.037 0.059
C 4.129630 0.330752 1.082282 0.002 0.304 -0.190 0.000
H 4.988918 -0.161768 -0.883855 -0.150 -0.183 0.347 0.000
H -3.666598 2.528210 -1.367410 0.027 -0.219 0.125 0.011
C -3.329820 2.188571 0.835170 -1.676 0.665 0.014 0.086
H -0.888143 1.014859 1.581829 0.078 -0.574 -0.542 -0.020
```
Forces are in eV/Å.

The charge is +1. As for the spin multiplicity: 5. The value obtained for the HOMO energy (alpha / beta) is -10.285 / -12.223 eV. For the energy above the lowest of the compared OMol25 structures with the same formula, charge and spin, the calculation gives 0.0 kcal/mol. The calculation puts the largest force on an atom at 0.1558 Eh/bohr.

***

CH3NO3S | ωB97M-V with the def2-TZVPD basis set

XYZ file:
```
9
Properties=species:S:1:pos:R:3:forces:R:3:nbo_charge:R:1
N 0.986888 0.263270 -0.327521 1.410 0.896 -0.411 0.479
O 1.298637 1.258656 -0.974959 -0.035 -1.396 0.518 -0.358
H -0.878143 -0.331748 -1.582089 1.865 0.260 2.690 0.254
H -0.487969 1.227553 1.314890 0.715 0.155 0.904 0.118
H -0.402651 -1.395954 1.040736 0.149 -0.386 0.564 0.485
O -0.410069 -1.545435 0.095846 -0.924 1.220 -0.829 -0.665
O 1.642785 -0.281349 0.548851 0.012 0.770 -0.792 -0.368
C -0.409008 -0.264291 -0.459237 -1.747 -1.079 -2.018 0.024
S -1.340468 1.069299 0.343483 -1.445 -0.440 -0.626 0.031
```
Forces are in eV/Å.

The charge is 0. The SMILES is O=[N+]([O-])[C@@H](O)S. As for the spin multiplicity: 1. The value obtained for the HOMO energy is -10.347 eV. For the energy above the lowest of the compared OMol25 structures with the same formula, charge and spin, the calculation gives 83.3 kcal/mol. The calculation puts the largest force on an atom at 0.0639 Eh/bohr.

***

C39H50Br2IN5OPS2Y | ωB97M-V with the def2-TZVPD basis set

XYZ file:
```
102
Properties=species:S:1:pos:R:3:forces:R:3:lowdin_charge:R:1
N 2.550954 1.258386 -1.892597 0.112 -0.118 0.044 -0.185
H 2.046196 3.212928 -1.211710 -0.026 -0.002 0.011 0.111
C 1.321451 -4.473966 5.263465 0.002 -0.005 0.005 -0.084
H 0.332566 -0.785224 -5.440044 0.008 0.001 0.006 0.106
H -2.423071 2.712149 -1.346840 0.033 -0.005 -0.028 0.123
C -2.630692 -3.496167 -1.491162 -0.007 -0.005 0.015 -0.128
N 0.290422 0.398399 -2.838183 0.005 -0.093 0.020 -0.171
C 2.556517 -1.762201 -3.055996 0.021 -0.004 -0.009 -0.190
H 3.605521 -4.054058 -0.827121 0.000 0.002 0.002 0.114
C -4.509360 -1.494579 -1.460155 0.002 0.023 0.002 -0.055
C -2.593900 3.136784 1.338528 -0.007 0.011 0.022 -0.305
C 2.351249 -2.707564 3.972142 0.020 0.000 0.001 -0.171
N -3.257114 -0.226384 0.245786 0.005 0.061 -0.124 -0.184
C 0.962859 -1.019184 2.766507 0.207 0.061 0.098 -0.251
H 2.217174 -3.880891 -2.844300 0.000 0.002 0.002 0.117
H 1.394167 -5.360847 5.879370 0.001 0.000 0.001 0.102
H -1.509062 -0.502501 -2.126136 -0.013 -0.010 0.012 0.076
H -4.538327 5.886770 0.920276 -0.001 0.000 0.001 0.098
H 3.377245 -1.122988 -3.408304 0.001 0.001 0.012 0.111
C -3.729801 -3.580038 -2.320552 -0.028 0.020 -0.006 -0.098
H 3.935025 4.204954 -2.382291 0.007 -0.003 -0.006 0.112
H 4.331971 -0.458758 2.372319 -0.004 0.003 0.000 0.101
C -4.078757 5.039122 1.411043 0.001 0.000 -0.004 -0.091
C -4.368749 4.741208 2.738170 0.001 -0.004 0.008 -0.092
H 3.747865 0.801159 -0.177351 -0.003 -0.007 -0.001 0.105
C 3.434076 -0.957991 2.722629 -0.016 0.014 0.016 -0.112
H 0.340523 1.995703 -4.220027 -0.007 -0.037 -0.042 0.105
H -3.986922 3.429077 4.388619 -0.001 0.003 0.001 0.098
Br 0.395552 0.879196 6.281701 0.007 -0.016 -0.002 0.587
H 4.485963 -2.585785 -1.263933 0.000 0.002 0.001 0.109
C -4.689309 -2.572048 -2.306779 0.023 -0.023 -0.002 -0.095
C 3.795722 3.127760 -2.464027 0.000 0.012 0.027 -0.163
H -2.100620 0.595066 -4.213464 -0.007 0.000 0.003 0.115
C 2.438395 -2.218684 -0.666544 -0.002 -0.028 0.003 -0.177
H 1.772803 -1.743428 -3.817038 -0.003 0.005 -0.005 0.098
N 2.045783 -1.306966 -1.759990 -0.020 0.060 0.000 -0.174
H -5.566095 -2.628985 -2.938077 -0.002 -0.003 0.003 0.097
H -5.301365 -0.320761 0.864116 -0.001 0.000 -0.001 0.092
C -4.296390 -0.353159 1.297521 0.021 -0.014 0.047 -0.084
C -0.811108 -0.586841 -2.953366 0.046 0.027 -0.087 -0.190
C 1.084142 -2.159964 3.626571 -0.021 0.006 0.002 -0.262
H 4.696171 2.889326 -0.513638 -0.009 0.003 0.000 0.111
C -3.453134 1.049253 -0.504415 0.016 -0.042 0.011 -0.150
H 4.354445 0.171969 -1.710378 0.003 -0.016 -0.018 0.104
C -0.206474 0.117031 -5.141881 -0.015 0.002 0.012 -0.165
H -5.064376 5.357289 3.293913 0.002 0.000 0.003 0.101
H 4.491660 -2.480715 3.784015 -0.001 -0.004 0.000 0.108
C 2.158294 -0.464884 2.355189 0.057 0.080 0.047 -0.234
C 1.980487 1.354689 5.313559 -0.029 -0.012 -0.052 -1.044
C 0.632626 0.941903 -4.166738 -0.064 -0.026 -0.027 -0.199
H 2.151152 0.403626 1.699030 0.010 0.001 0.012 0.054
C -2.428861 -2.407815 -0.624033 0.036 0.034 -0.016 -0.631
P 1.350535 0.161690 -1.598633 0.075 -0.112 -0.021 0.555
H 1.578059 -2.809389 -0.348285 0.013 0.000 -0.007 0.062
H -4.183740 0.445465 2.028730 -0.004 -0.005 -0.005 0.044
H 2.709648 1.739486 6.013211 -0.001 -0.004 0.002 -0.006
H -0.607892 4.012046 -0.208281 -0.018 -0.013 -0.009 0.097
S -0.984727 -2.379215 0.358062 -0.131 -0.128 0.008 0.583
I -1.930102 -1.963513 3.935190 -0.032 -0.035 0.157 1.029
N -1.638716 2.321751 0.595748 0.073 0.047 -0.003 -0.232
C -1.427321 -0.261601 -4.304918 -0.009 -0.003 -0.006 -0.153
C 2.380342 2.691542 -2.116557 -0.094 0.078 -0.043 -0.197
H -2.950435 4.471897 -0.307072 0.000 -0.004 0.000 0.107
H -1.886974 -4.283213 -1.489022 -0.001 -0.001 -0.001 0.095
C -0.042070 -2.817970 4.194709 -0.009 -0.001 0.008 -0.609
C -3.186631 4.236074 0.724057 -0.012 0.011 -0.006 -0.047
H -0.036933 3.426631 1.366616 0.007 0.003 -0.007 0.080
C -0.413731 3.115083 0.391292 0.002 0.047 0.069 -0.063
S -2.145986 1.471791 3.510471 0.011 0.041 0.030 0.450
C 3.513829 -3.084409 -1.313988 -0.006 -0.007 0.003 -0.161
C 3.528307 -2.069963 3.503827 -0.007 -0.003 0.000 -0.048
H 3.424657 -4.259544 5.015390 0.001 -0.001 -0.003 0.109
H -0.837034 -4.392544 5.385475 0.001 0.001 0.004 0.088
H 3.830121 -3.493695 -3.457609 -0.003 -0.001 0.000 0.110
C 3.049675 -3.178508 -2.766214 -0.005 0.006 0.002 -0.161
C 2.441889 -3.866102 4.782358 -0.001 -0.012 0.007 -0.043
Y -0.885954 0.028627 1.590616 0.038 -0.236 -0.786 0.983
C 0.051626 -3.931587 4.976468 0.007 0.000 -0.010 -0.157
C -3.768557 3.660896 3.354198 -0.006 -0.004 -0.001 -0.113
H -4.187524 1.659268 0.024571 0.013 -0.006 0.011 0.125
C -2.186680 1.862172 -0.692742 -0.044 0.051 0.079 -0.178
C 3.859816 1.024014 -1.243101 -0.023 0.048 -0.027 -0.165
H -1.411273 1.284031 -1.197560 0.007 0.020 0.037 0.083
H -0.421031 -1.610979 -2.930163 -0.014 0.002 0.007 0.118
H 5.649568 2.159543 -1.798704 0.004 0.004 0.014 0.108
H 1.655317 2.880322 -2.909601 0.088 0.023 0.113 0.098
H 0.330913 2.499974 -0.102537 0.034 -0.002 -0.031 0.041
H 2.327491 0.474790 4.787824 0.012 -0.020 -0.029 -0.037
Br 1.685027 2.730873 3.985878 0.014 0.002 0.034 0.572
H 2.801267 -1.668136 0.197180 0.009 0.022 0.021 0.088
H -3.847053 -4.436575 -2.972938 0.000 0.002 -0.001 0.100
C -3.386365 -1.388805 -0.639566 0.026 -0.009 0.019 -0.304
H -5.263997 -0.716833 -1.436308 0.000 0.001 0.003 0.111
H -0.449040 0.676535 -6.044434 -0.008 -0.006 0.000 0.111
H 1.704079 0.878187 -4.360852 -0.006 -0.003 -0.009 0.109
C 4.632955 2.339205 -1.453090 0.023 -0.014 -0.017 -0.153
H 4.032265 2.824595 -3.485672 -0.001 -0.010 -0.003 0.113
H -3.859013 0.847041 -1.495531 -0.019 0.004 0.000 0.114
C -2.865402 2.831649 2.671935 0.023 -0.004 -0.007 -0.620
O 0.695332 0.279491 -0.257757 -0.388 0.276 0.384 -0.386
H -1.995151 -1.099188 -4.706664 -0.001 -0.001 -0.001 0.115
H -4.168872 -1.313282 1.796555 0.003 0.000 0.001 0.065
```
Forces are in eV/Å.

The charge is 0. As for the spin multiplicity: 1. The value obtained for the HOMO energy is -6.923 eV. For the energy above the lowest of the compared OMol25 structures with the same formula, charge and spin, the calculation gives 0.0 kcal/mol. The calculation puts the largest force on an atom at 0.0160 Eh/bohr.

***

Q: Which value of largest force on an atom does entry 2 give?
A: 0.0582 Eh/bohr

***

Q: largest force on an atom of number 6 (C39H50Br2IN5OPS2Y)?
A: 0.0160 Eh/bohr